[1]
Molecular formula: C40H45N3OSSi
Method: DFT, the ωB97M-V functional and the def2-TZVPD basis

The geometry in XYZ format:
```
91
Properties=species:S:1:pos:R:3
H -3.422 3.046 -1.142
N -2.759 2.389 -0.645
C -1.477 2.535 -1.191
C -1.332 3.665 -2.374
C -0.274 1.610 -0.571
Si 0.423 0.267 -1.763
N -0.601 -1.225 -1.496
S 0.575 0.864 -3.832
O 2.053 -0.142 -1.146
C 2.024 -0.239 0.323
N 2.040 -0.314 1.634
H -1.275 4.771 -1.937
H -0.475 3.466 -3.146
H -2.348 3.641 -2.998
H 0.630 2.232 -0.111
H -0.752 1.019 0.350
H 0.117 -2.008 -1.526
H -0.994 -1.141 -0.511
H 1.973 0.749 -4.120
C 3.843 -5.851 2.406
C 3.777 -5.154 1.200
C 3.359 -3.824 1.184
C 3.003 -3.191 2.375
C 3.060 -3.890 3.581
C 3.482 -5.220 3.597
H 4.176 -6.885 2.419
H 4.052 -5.648 0.272
H 3.311 -3.280 0.245
H 2.679 -2.154 2.364
H 2.777 -3.399 4.508
H 3.529 -5.764 4.536
C -6.674 6.199 0.996
C -7.538 5.534 0.127
C -7.056 5.016 -1.075
C -5.710 5.167 -1.410
C -4.848 5.840 -0.544
C -5.329 6.355 0.659
H -7.049 6.597 1.936
H -8.587 5.418 0.386
H -7.728 4.495 -1.751
H -5.333 4.761 -2.344
H -3.801 5.963 -0.807
H -4.657 6.878 1.335
C -6.068 2.205 1.589
C -5.112 1.213 1.377
C -5.287 -0.056 1.928
C -6.419 -0.332 2.696
C -7.371 0.663 2.916
C -7.197 1.931 2.362
H -5.934 3.191 1.154
H -4.228 1.428 0.781
H -4.543 -0.830 1.760
H -6.558 -1.321 3.123
H -8.251 0.450 3.519
H -7.941 2.705 2.531
C 1.767 1.989 3.663
C 0.822 2.836 3.084
C 0.460 4.020 3.727
C 1.039 4.354 4.951
C 1.976 3.502 5.534
C 2.342 2.320 4.890
H 2.054 1.070 3.159
H 0.369 2.575 2.131
H -0.273 4.682 3.274
H 0.759 5.277 5.451
H 2.423 3.759 6.492
H 3.074 1.657 5.344
C 0.292 -4.542 -5.692
C 0.649 -3.284 -5.208
C 1.423 -3.174 -4.053
C 1.837 -4.324 -3.380
C 1.472 -5.582 -3.859
C 0.701 -5.691 -5.015
H -0.306 -4.627 -6.596
H 0.325 -2.388 -5.732
H 1.705 -2.194 -3.678
H 2.443 -4.239 -2.481
H 1.790 -6.477 -3.330
H 0.419 -6.672 -5.390
C 7.687 -2.527 -3.084
C 6.524 -1.880 -2.667
C 5.880 -2.286 -1.499
C 6.397 -3.343 -0.749
C 7.554 -3.996 -1.171
C 8.201 -3.588 -2.337
H 8.192 -2.207 -3.991
H 6.120 -1.058 -3.253
H 4.976 -1.779 -1.172
H 5.897 -3.657 0.163
H 7.954 -4.824 -0.589
H 9.104 -4.096 -2.665
```

The value obtained for the HOMO-LUMO gap is 8.7823 eV. The calculation puts the LUMO energy at -0.150 eV. Its SMILES is [H]/N=C(\C)C[Si@@](N)(S)OC#N.c1ccccc1.c1ccccc1.c1ccccc1.c1ccccc1.c1ccccc1.c1ccccc1. As for the highest occupied orbital energy: -0.328 Ha. As for the spin multiplicity: 1. The total energy comes out at -2478.31194 a.u.

---

[2]
Molecular formula: C40H46BrClHfN3O3S3SiTe
Method: DFT, the ωB97M-V functional and the def2-TZVPD basis

The geometry in XYZ format:
```
100
Properties=species:S:1:pos:R:3
Hf -0.477 0.194 -0.269
N 0.685 -1.279 -1.058
C 0.147 -2.544 -1.523
C -1.362 -2.661 -1.386
N -2.050 -1.428 -0.756
C -2.941 -1.693 0.411
C -2.153 -2.062 1.704
N -0.933 -1.256 1.700
H -1.068 -2.302 7.117
H 1.710 -1.333 -0.946
H 0.428 -2.685 -2.587
H 0.604 -3.361 -0.930
H -1.832 -2.812 -2.375
H -1.639 -3.602 -0.841
H -2.613 -1.066 -1.528
H -3.549 -0.799 0.570
H -3.500 -2.625 0.223
H -2.741 -1.831 2.600
H -1.919 -3.124 1.798
H -0.860 -0.739 2.608
H -0.103 -1.916 1.683
Te 4.513 -1.502 -0.855
C 5.435 -1.454 -2.817
C 5.760 -0.248 -3.422
C 6.333 -0.262 -4.664
C 6.735 -1.479 -5.150
C 6.396 -2.686 -4.652
C 5.714 -2.729 -3.387
H 5.585 0.667 -2.788
H 6.609 0.705 -5.182
H 7.497 -1.416 -6.026
H 6.621 -3.649 -5.081
H 5.555 -3.584 -2.778
C -2.952 2.020 2.454
Si -2.594 2.066 0.574
C -4.199 1.953 -0.482
C -1.861 3.808 0.270
H -3.418 3.007 2.741
H -2.048 1.850 3.083
H -3.711 1.351 2.836
H -4.029 2.457 -1.499
H -5.007 2.521 0.047
H -4.586 0.961 -0.671
H -1.722 4.101 -0.788
H -0.838 3.915 0.768
H -2.523 4.539 0.822
Cl -0.144 -3.805 4.857
C -1.621 -4.436 5.310
C -2.292 -5.215 4.397
C -3.449 -5.796 4.801
C -4.102 -5.406 6.026
C -3.399 -4.580 6.878
C -2.142 -4.034 6.575
C -1.422 -3.256 7.600
H -1.930 -5.342 3.380
H -3.937 -6.593 4.235
H -5.070 -5.893 6.199
H -3.768 -4.451 7.924
H -2.072 -2.959 8.476
H -0.539 -3.674 8.001
O -0.594 1.424 -1.816
C -0.100 1.787 -3.118
C -1.035 2.859 -3.754
C -2.446 2.859 -3.784
C -2.896 3.871 -4.652
C -1.860 4.649 -5.162
S -0.300 4.051 -4.759
C -0.107 0.621 -4.079
C -1.253 0.061 -4.532
C -1.005 -1.010 -5.436
C 0.307 -1.280 -5.598
S 1.304 -0.234 -4.682
C 1.276 2.415 -2.938
C 1.753 3.151 -1.879
C 3.014 3.762 -2.131
C 3.424 3.651 -3.405
S 2.329 2.670 -4.310
H -3.090 2.094 -3.340
H -3.899 4.251 -4.841
H -1.937 5.381 -5.897
H -2.206 0.184 -3.991
H -1.830 -1.551 -5.890
H 0.706 -2.022 -6.279
H 1.203 3.171 -0.945
H 3.630 4.135 -1.296
H 4.377 3.927 -3.789
Br 2.927 4.563 6.376
C 2.819 3.595 4.796
C 3.499 2.384 4.509
C 3.024 1.573 3.456
C 1.909 1.958 2.701
C 1.267 3.237 2.949
C 1.727 4.044 4.008
C 1.340 1.001 1.686
O 1.312 -0.255 1.859
O 0.886 1.514 0.537
H 4.348 2.024 5.053
H 3.488 0.612 3.368
H 0.316 3.440 2.462
H 1.161 4.887 4.316
```

The value obtained for the HOMO-LUMO gap is 4.7094 eV. The calculation puts the LUMO energy at 1.795 eV. As for the net charge: -1. As for the energy relative to the best compared isomer or geometry (same formula, charge and spin): 35.2 kcal/mol. As for the highest occupied orbital energy: -0.107 Ha. As for the spin multiplicity: 1. The total energy comes out at -6776.17738 a.u.

---

> The highest HOMO-LUMO gap belongs to which entry?

C40H45N3OSSi

---

> highest occupied orbital energy of number 2 (C40H46BrClHfN3O3S3SiTe)?

-0.107 Ha